[1]
Entry from the OMol25 dataset: C39H48AgBN9S4 as an isolated structure (ωB97M-V/def2-TZVPD).

E   -3772.2608 Ha
HOMO   -0.344 hartree
HOMO-LUMO gap   6.3 eV
Charge   +1
Lowest unoccupied orbital energy   -3.05 eV

Last column: Löwdin charge in e.
Geometry (Å):
Ag -0.00687 0.32380 -0.12310  0.540
C -4.46369 1.37856 -3.24560  -0.053
C -4.12415 0.17027 -2.43530  -0.233
C -4.76096 -1.01932 -2.56240  0.073
C -4.40016 -2.13939 -1.75574  -0.197
N -3.45617 -2.04566 -0.87225  0.204
N -2.82643 -0.86447 -0.75383  -0.026
B -1.89887 -0.76050 0.44786  -0.710
N -2.56019 0.00731 1.59176  -0.017
N -3.90326 -0.09684 1.58721  0.204
C -4.55178 0.34234 2.62085  -0.197
C -3.85677 0.90953 3.72790  0.071
C -2.50557 1.00201 3.73431  -0.234
C -1.73436 1.57243 4.88097  -0.052
C -1.81518 0.52138 2.57277  -0.634
S -0.13154 0.58259 2.38356  0.736
C -6.06746 0.24365 2.59951  -0.546
C -6.54075 -0.52519 1.36822  -0.058
C -6.54092 -0.48880 3.86258  -0.032
C -6.64517 1.66521 2.57190  -0.031
N -1.41404 -2.13679 0.89659  -0.013
N -2.06133 -2.63807 1.96223  0.206
C -1.86650 -3.88843 2.24941  -0.197
C -0.99062 -4.69108 1.46100  0.074
C -0.35263 -4.18334 0.37868  -0.233
C 0.56391 -4.98582 -0.48720  -0.046
C -0.59101 -2.80358 0.08171  -0.624
S 0.10938 -1.97003 -1.22167  0.734
C -2.58649 -4.45711 3.45848  -0.548
C -3.30939 -5.75099 3.05938  -0.034
C -1.54013 -4.75424 4.54174  -0.031
C -3.60895 -3.45666 3.99160  -0.058
C -3.06665 0.23721 -1.46924  -0.631
S -2.11157 1.60627 -1.18247  0.754
C -5.10261 -3.47886 -1.90176  -0.545
C -4.82338 -4.02270 -3.30907  -0.032
C -4.59554 -4.47474 -0.85909  -0.055
C -6.61171 -3.27045 -1.70806  -0.031
H -5.27462 1.16437 -3.93900  0.086
H -3.59059 1.71865 -3.80423  0.085
H -4.75688 2.20324 -2.59377  0.087
H -5.55728 -1.12435 -3.28887  0.128
H -4.41908 1.27762 4.57716  0.128
H -2.40210 2.05786 5.58989  0.086
H -0.99188 2.28936 4.53112  0.075
H -1.18801 0.78118 5.39875  0.095
H -6.11586 -1.53102 1.34310  0.073
H -6.25192 -0.01976 0.44518  0.080
H -7.62876 -0.60509 1.39499  0.093
H -6.11132 -1.49045 3.91989  0.079
H -7.62740 -0.58502 3.84248  0.093
H -6.27733 0.04879 4.77494  0.082
H -6.36185 2.18184 1.65302  0.092
H -6.29873 2.26234 3.41763  0.083
H -7.73449 1.62381 2.62033  0.093
H -0.82740 -5.72504 1.73759  0.128
H 0.76481 -5.95737 -0.03997  0.087
H 1.50173 -4.45200 -0.64606  0.072
H 0.11991 -5.13765 -1.47346  0.094
H -2.61343 -6.54322 2.78018  0.081
H -3.99211 -5.58348 2.22266  0.082
H -3.89387 -6.11587 3.90503  0.093
H -0.78160 -5.45572 4.18800  0.084
H -2.02417 -5.19852 5.41303  0.092
H -1.03612 -3.83897 4.85760  0.093
H -4.35565 -3.21397 3.23172  0.075
H -3.13408 -2.52421 4.29995  0.079
H -4.11731 -3.89129 4.85364  0.092
H -3.75182 -4.15205 -3.47213  0.094
H -5.20960 -3.35924 -4.08514  0.083
H -5.30665 -4.99311 -3.43284  0.092
H -3.52382 -4.65213 -0.96207  0.080
H -5.11892 -5.42315 -0.98726  0.092
H -4.77576 -4.11066 0.15515  0.074
H -7.04363 -2.64560 -2.49175  0.082
H -6.82427 -2.80532 -0.74373  0.077
H -7.12241 -4.23403 -1.73953  0.093
N 4.65141 1.11777 -0.18945  0.119
C 5.45586 0.08837 0.34797  -0.233
C 6.81085 0.30193 0.52383  -0.021
C 7.61549 -0.69942 1.05382  -0.077
C 7.06138 -1.91723 1.40400  -0.081
C 5.69861 -2.12917 1.22489  -0.102
C 4.89393 -1.13214 0.70272  -0.452
S 3.16546 -1.44717 0.49182  0.949
N 2.57888 -0.00725 -0.17450  -0.307
C 3.30641 1.00759 -0.41085  -0.361
C 2.64081 2.22439 -0.98505  -0.199
C 3.35339 3.16162 -1.71807  -0.008
C 2.69514 4.29079 -2.18045  -0.039
C 1.35547 4.44899 -1.88251  -0.036
C 0.71842 3.44603 -1.16823  -0.142
N 1.33529 2.34758 -0.74151  0.065
H 5.07331 2.02542 -0.27435  0.129
H 7.24239 1.25657 0.24441  0.116
H 8.67344 -0.52013 1.18714  0.108
H 7.67933 -2.70374 1.81452  0.107
H 5.25805 -3.08116 1.49743  0.107
H 4.39573 3.00476 -1.95860  0.115
H 3.22510 5.03160 -2.76415  0.117
H 0.80312 5.32084 -2.20268  0.114
H -0.33240 3.53168 -0.92471  0.057


[2]
Entry from the OMol25 dataset: C39H48BaN6O2 as an isolated structure (ωB97M-V/def2-TZVPD).

E   -2019.4059 Ha
HOMO (spin up / spin down)   -0.152 / -0.171 hartree
HOMO-LUMO gap (spin up / spin down)   4.1 / 4.6 eV
Charge   0
Lowest unoccupied orbital energy (spin up / spin down)   -0.02 / -0.02 eV

Last column: Löwdin charge in e.
Geometry (Å):
Ba 0.03154 -0.40904 -0.23833  1.669
C -1.21736 -0.79361 3.34563  -0.129
N -1.76575 0.09608 2.31517  -0.178
C -3.18194 -0.18676 2.08189  -0.131
C -3.47513 -1.34070 1.15319  -0.276
C -4.50122 -2.22938 1.44091  -0.023
C -4.81354 -3.21309 0.51503  -0.048
C -4.08769 -3.27918 -0.66238  -0.040
C -3.07400 -2.35558 -0.86228  -0.160
N -2.77599 -1.40088 0.01958  0.051
C -1.63114 1.49103 2.74330  -0.139
C -0.20130 1.93484 2.93677  -0.304
C 0.11946 2.81954 3.95813  -0.021
C 1.43336 3.24092 4.09208  -0.052
C 2.38522 2.74796 3.21649  -0.039
C 1.98000 1.85802 2.23246  -0.111
N 0.71255 1.47011 2.08446  0.063
C -0.97153 -2.19659 2.86118  -0.285
C -1.66198 -3.27719 3.37927  -0.023
C -1.33131 -4.55208 2.93418  -0.047
C -0.32295 -4.69627 2.00122  -0.044
C 0.30741 -3.55285 1.52440  -0.143
N -0.01151 -2.32920 1.93788  0.027
H -1.87767 -0.81310 4.22710  0.130
H -0.25516 -0.38908 3.65999  0.126
H -3.62301 0.70202 1.62578  0.108
H -3.70967 -0.34598 3.03486  0.130
H -5.03875 -2.14988 2.37653  0.114
H -5.60718 -3.92128 0.71510  0.110
H -4.28092 -4.03627 -1.40889  0.113
H -2.44907 -2.38483 -1.74977  0.087
H -2.18671 1.67812 3.67727  0.135
H -2.08740 2.11594 1.97243  0.099
H -0.64982 3.16362 4.63700  0.114
H 1.70930 3.93052 4.87914  0.110
H 3.42616 3.02908 3.29100  0.110
H 2.68918 1.42613 1.53872  0.084
H -2.43652 -3.12372 4.11868  0.114
H -1.85508 -5.41824 3.31759  0.110
H -0.03012 -5.66626 1.62621  0.113
H 1.07990 -3.61782 0.76824  0.094
C 1.51058 2.26046 -3.23385  -0.031
C 0.21858 2.19765 -2.45299  -0.209
C -0.80665 1.35213 -2.91766  -0.239
C -0.56457 0.44257 -4.09865  -0.046
C -2.06999 1.38458 -2.31485  -0.221
C -3.22560 0.62617 -2.91891  -0.025
C -2.30268 2.21365 -1.20484  -0.197
C -3.69335 2.23836 -0.61932  -0.044
C -1.27974 3.04422 -0.73103  -0.191
C -1.52021 4.07952 0.34010  -0.038
C -0.01243 3.02389 -1.34356  -0.196
C 1.03947 3.97187 -0.82344  -0.034
H 2.13647 1.37927 -3.07340  0.080
H 2.10319 3.13174 -2.97584  0.072
H 1.29688 2.32362 -4.30056  0.090
H -1.04382 0.83316 -5.00071  0.100
H -0.95479 -0.55754 -3.90667  0.076
H 0.49293 0.32477 -4.30745  0.053
H -3.54204 -0.21247 -2.29685  0.064
H -2.98215 0.23412 -3.90120  0.074
H -4.08964 1.28284 -3.03179  0.089
H -4.35222 2.88863 -1.20221  0.100
H -3.71312 2.60077 0.40514  0.053
H -4.13656 1.24306 -0.62808  0.071
H -2.55767 4.12415 0.65820  0.069
H -1.26144 5.07035 -0.03892  0.093
H -0.89733 3.91926 1.22134  0.068
H 0.85587 4.99033 -1.17825  0.099
H 2.04150 3.69492 -1.12797  0.053
H 1.03506 4.00380 0.26554  0.071
N 7.80668 0.66651 -0.76028  0.112
C 7.03204 -0.47911 -0.50358  -0.540
O 7.60153 -1.55752 -0.32942  -0.005
C 5.60469 -0.30793 -0.47146  -0.180
C 4.76059 -1.40934 -0.14019  -0.028
C 3.41143 -1.25308 -0.09097  -0.210
N 2.74520 -0.07918 -0.34250  -0.200
C 3.55841 0.96308 -0.68227  -0.239
C 4.91904 0.90921 -0.75801  -0.048
H 8.77815 0.50506 -0.54383  0.083
H 7.45312 1.53286 -0.38608  0.063
H 5.21324 -2.36949 0.06474  0.107
H 2.77628 -2.10634 0.13834  0.076
H 3.04900 1.89264 -0.90835  0.068
H 5.45419 1.79613 -1.07309  0.091
C 1.90610 -2.02782 -3.24277  -0.139
O 1.22947 -3.11696 -2.66398  -0.259
C 0.18434 -2.78633 -1.78874  -0.407
C -0.44679 -4.13858 -1.51962  -0.209
H 2.89117 -2.36821 -3.56228  0.092
H 2.04658 -1.20977 -2.52784  0.037
H 1.35737 -1.65470 -4.11408  0.067
H -0.92368 -4.55211 -2.42069  0.066
H -1.20234 -4.10126 -0.73197  0.022
H 0.30698 -4.88269 -1.21958  0.065